*i*
Below is a gas-phase ion, C5H13N2S (charge +1), with properties calculated with the ωB97M-V functional and the def2-TZVPD basis.

* HOMO-LUMO gap: 8.5 eV
* HOMO level: -12.9 eV
* LUMO level: -4.385 eV
* M: 133.2 g/mol
* charge: +1

Geometry (Å):
C -0.145 -0.539 -0.966
C 1.108 -1.011 -0.085
C -1.865 0.650 0.269
C 0.725 -1.178 1.350
C -0.192 1.856 -0.858
N -0.883 0.619 -0.576
N 2.204 -0.153 -0.306
S -2.830 -0.654 0.736
H 0.290 -0.417 -2.056
H -0.810 -1.494 -1.153
H 1.114 -2.031 -0.572
H -2.093 1.677 0.730
H 0.051 -1.955 1.555
H 0.230 -0.314 1.816
H 1.538 -1.495 2.053
H -0.114 2.527 -0.026
H 0.638 1.656 -1.364
H -0.882 2.505 -1.455
H 2.763 0.018 0.454
H 2.789 -0.269 -1.103
H -3.636 0.004 1.558

Atomic partial charges in e from the Löwdin method, atoms 1 to 2: C -0.1446; C -0.4238

*ii*
Below is 2 unconnected molecules or ions with the total composition C5H13N2S, with properties calculated with the ωB97M-V functional and the def2-TZVPD basis.

* HOMO-LUMO gap: 8.3 eV
* HOMO level: -11.7 eV
* LUMO level: -3.373 eV
* M: 133.2 g/mol
* charge: +1

Geometry (Å):
C 2.108 0.689 -0.688
C 2.677 -0.665 -0.247
C 0.730 0.075 0.983
C -2.454 0.407 0.953
C -1.425 0.343 -0.118
N -1.549 -1.088 -0.880
N 1.415 1.206 0.499
S 1.317 -1.395 0.726
H 2.894 1.360 -1.109
H 1.324 0.434 -1.422
H 3.124 -1.348 -1.059
H 3.541 -0.446 0.469
H 0.049 0.224 1.805
H -3.431 0.204 0.668
H -2.354 1.473 1.270
H -2.170 -0.286 1.833
H -1.755 0.991 -0.961
H -0.976 -1.062 -1.698
H -2.504 -1.114 -1.179
H 0.735 1.903 0.431
H -1.294 -1.907 -0.276

Atomic partial charges in e from the Löwdin method, atoms 1 to 2: C -0.2393; C -0.3839

Least stable structure: *ii*